C36H108As2F12N9O9 | ωB97M-V/def2-TZVPD

Positions of all 176 atoms, in Å:
H -14.15006 9.32605 24.63805
C -9.02723 7.11344 16.75584
H -12.92152 16.02142 21.98440
O -12.19895 15.23046 17.63055
H -7.46100 5.20763 15.89809
O -9.68534 10.17105 12.43230
H -7.23290 9.94376 10.62666
H -9.91407 10.28879 9.90612
H -3.72575 10.35758 20.40360
F -14.54431 8.39459 16.68696
H -13.02174 13.15068 17.01116
O -9.28460 13.67533 13.58364
H -6.71978 11.04586 13.70287
H -6.92457 8.25799 11.03542
F -14.55701 7.05763 14.59077
N -11.23370 14.86981 20.33804
C -15.03036 10.20623 27.20782
F -8.69609 12.01514 19.38538
H -15.79733 13.32223 20.78461
C -6.20906 13.02081 22.15088
O -5.46218 11.49237 23.82140
H -9.19635 6.79528 15.71598
H -15.04734 14.28037 17.04767
H -3.09248 8.90975 18.66058
H -10.03330 2.39261 18.13609
C -14.02287 12.33843 15.33322
H -3.50110 7.56460 19.57034
H -14.32609 10.39312 17.27354
C -10.18260 14.07070 12.57102
O -8.59520 3.92580 18.51604
H -14.49488 11.54176 24.31589
C -15.02353 13.30032 17.52391
H -5.71015 12.39017 21.41194
C -5.53904 9.41655 19.68332
H -8.34740 12.94136 22.29300
H -12.78353 10.79826 17.22070
C -10.62362 10.39370 13.51600
C -9.26868 7.68270 22.46041
C -12.86308 10.33175 26.13446
H -12.58944 9.42305 26.68170
H -15.96702 12.77596 17.35513
H -8.67942 7.25255 23.26667
H -11.50149 8.01803 20.87572
O -13.87929 10.95718 26.86419
H -10.38674 15.42193 20.16695
H -11.19735 13.69108 12.69830
C -9.56455 8.78674 12.10314
H -13.86743 5.47439 21.72864
H -13.76294 6.76174 19.53789
H -1.72106 10.13749 23.40334
N -9.89252 9.28800 9.69542
C -5.71460 12.84788 23.56933
C -7.96186 14.19705 13.45160
H -14.89265 11.71071 15.14532
F -10.05070 10.29938 20.63728
H -12.05904 11.06987 26.17682
H -14.02185 16.78429 20.89786
N -13.59879 11.20275 23.94605
N -7.19079 5.45024 16.85458
C -9.00203 8.51457 10.68816
H -9.73670 4.53975 16.86813
H -8.60755 7.77390 21.59278
F -12.19082 7.76218 14.13837
H -4.30348 10.41444 25.18106
H -6.57029 14.47817 20.58255
H -8.53874 8.04910 16.46433
H -3.12200 11.10324 22.80879
C -13.24242 9.92475 24.70581
H -9.17297 7.48079 10.39327
H -16.77523 13.91637 19.49527
H -15.77028 10.87024 27.64734
H -7.29358 8.77257 9.40998
C -10.99101 7.05290 20.97190
H -7.74644 11.92332 21.14256
N -7.34801 11.81122 13.45794
H -10.04286 7.32742 17.09289
H -13.34616 7.03987 21.84571
C -8.36243 6.06105 17.61327
F -9.91977 11.29290 17.25435
H -9.83772 13.69446 11.60121
C -11.92720 15.76935 16.34000
H -5.88494 11.03478 25.75601
H -7.65211 11.58539 22.80316
H -12.26086 6.77091 18.64267
H -7.43681 13.03519 15.10202
F -11.11410 12.09124 19.19309
C -12.05297 5.96313 20.72911
F -8.69165 9.63362 18.63742
N -7.57846 12.30641 22.07725
H -13.10582 5.30601 18.92812
C -9.47523 2.86933 18.94519
H -5.04820 9.49359 22.35182
H -9.49485 9.26203 8.75052
As -13.39765 8.09951 15.35436
H -12.67143 16.51012 16.03221
H -8.10107 6.52587 18.56198
H -8.24262 11.48543 13.83795
H -5.53398 9.85097 18.67904
N -3.19741 8.54228 19.60683
H -15.57265 9.80159 26.33984
H -9.62586 8.67420 22.73124
N -13.69517 11.17980 17.49976
H -14.09221 13.27702 14.78445
H -13.63893 11.18776 18.51763
H -8.89743 2.11011 19.46430
C -12.13605 9.18917 23.93802
C -12.81116 6.23694 19.41686
O -3.19956 9.02805 22.64979
H -7.42297 11.86746 12.44088
H -4.91729 12.87067 14.44741
H -6.03136 8.44103 19.61995
H -10.32857 15.14907 12.45291
H -8.99526 8.23017 12.85272
H -10.21439 5.25372 18.41070
C -7.05990 13.16504 14.08535
H -11.57964 16.97116 18.60357
H -11.64615 10.05445 13.35455
H -13.35286 16.80735 18.45528
H -12.37242 17.39843 21.10816
H -6.33198 10.01956 20.13064
H -11.05054 13.96185 19.87412
C -13.89988 12.52440 16.83374
H -16.24025 12.20248 19.57340
H -12.57391 5.97760 22.79368
H -1.87905 10.40115 21.70581
H -4.63854 7.79171 21.86800
C -4.19071 9.37205 20.40778
H -13.74745 11.06954 22.94591
H -7.75082 14.34091 12.38414
H -14.77450 9.36127 27.84946
H -11.13678 9.61724 24.06388
F -12.21925 9.09164 16.20990
H -11.69395 4.93870 20.78638
C -12.52899 15.53194 19.91266
O -14.78316 13.51837 18.91447
C -7.57206 8.91919 10.45806
C -12.97690 16.49573 20.99550
H -7.18889 14.97001 22.16748
N -13.04830 6.06367 21.89161
H -10.56394 8.34117 12.14541
C -12.41365 16.26082 18.56802
H -12.87061 11.88938 24.12671
C -6.38824 14.42658 21.65743
H -13.11708 11.87868 14.93724
C -15.94068 13.24692 19.70359
H -12.24959 9.08267 22.85849
H -11.19907 14.70628 21.34449
F -12.81834 6.72778 16.31965
H -6.93859 4.60660 17.38653
H -5.48841 15.01738 21.83555
F -11.22322 9.67678 18.64234
H -10.54489 11.46258 13.70872
C -5.60592 13.59979 14.01726
H -7.90865 15.20005 13.87784
H -13.28208 14.74311 19.89933
H -6.39983 13.37409 24.25337
H -6.49423 6.18235 16.74102
C -4.99622 11.25379 25.16362
H -4.80115 13.42380 23.75944
H -12.00964 8.19747 24.37547
H -5.33128 13.75412 12.97193
F -14.03339 9.47848 14.52375
H -2.25382 8.46108 20.01016
H -4.44510 12.06466 25.64505
H -10.25608 3.21706 19.62894
C -4.33652 8.83752 21.83485
C -9.35875 4.89321 17.83353
C -2.46480 10.25264 22.61845
As -9.91885 10.79352 18.94380
H -11.90477 14.98882 15.58612
H -10.83385 8.89055 9.70290
H -10.99089 16.33688 16.30865
H -10.21521 9.82531 14.35886
O -10.35796 6.81308 22.21434
H -10.24457 6.99299 20.17366
H -5.40716 14.53611 14.53549

Calculated values
LUMO level: -14.3 eV
Total charge: +7

=====

C36H108O29 | ωB97M-V/def2-TZVPD

Positions of all 173 atoms, in Å:
O -3.99738 -0.34263 -1.26125
H -3.41953 2.64649 -4.34889
H -5.08584 0.90437 -3.61682
H 2.48324 1.88262 -1.81271
H 6.65851 1.74588 2.18162
C 1.56118 1.97379 -2.38679
C -7.19579 -1.38254 0.49338
C -0.95691 -6.08592 1.78386
C -4.61702 -3.92187 3.09783
O -0.23771 -1.59441 6.63943
H -3.89054 4.21662 -1.17640
H -4.78123 -4.11696 2.03808
H -3.23893 -2.02499 -0.00819
O 2.07460 -0.15619 0.33531
H -2.21704 -0.08252 7.04647
H -3.64500 8.06775 2.52787
H -4.50602 -3.00735 -2.07702
O -2.42076 2.79908 -1.10482
H -4.74674 3.56179 1.07966
H 1.59706 -2.58454 -4.62024
H 0.72120 4.85633 0.41200
H -7.06394 0.75001 1.19629
H -6.41940 -4.49607 3.68704
H 2.16288 -2.26334 4.96030
H 1.03845 1.96787 3.07681
H 0.53897 0.46342 -1.95603
H 4.43946 0.27769 1.99642
O -2.54803 -3.74494 -1.78038
C -3.22593 -1.52039 -0.97427
H -3.65127 0.04639 -2.06777
H -2.45095 2.78358 -2.06423
C 4.87804 -3.31833 -0.52939
H 0.21093 -1.07804 0.76675
H 0.31668 -0.03954 5.38677
H 1.64967 -3.24337 -0.56307
H -4.65515 7.99464 -0.63933
H -2.22617 -0.50331 5.45375
C -5.03393 7.19971 1.07236
O 2.64185 1.90249 -4.39492
C 3.96107 -1.44045 -4.77952
C -3.68846 3.20234 -0.83217
H -0.88565 -2.80001 3.30688
C 2.24365 -2.10920 3.88428
C 1.34430 2.81025 3.69725
O 4.41720 -2.08033 -1.17689
H 5.67786 -3.68746 -3.04701
H -1.78553 1.18174 5.87895
C 0.49646 -4.84693 -1.69900
O 5.83407 -4.45698 -2.49470
O 2.61683 2.66063 4.32688
C 1.00688 -2.96556 3.37016
C -0.21659 -0.29476 6.30251
H 8.14524 2.47748 -4.32838
O -4.77749 7.08696 -0.35166
O 5.68418 1.77207 -3.85732
O 1.22941 0.68045 -2.58674
H 9.94620 1.80656 -3.36715
H 6.09526 -0.47248 2.38615
H 1.83399 -6.29267 -1.50215
H -5.99448 0.26740 -0.90625
C -1.95951 -6.26033 0.58662
O -6.94870 0.35660 -0.96198
H -0.30161 6.39523 -2.04537
H 1.47374 5.08729 3.77829
H -2.60831 -4.39425 -2.48491
O -5.91462 -3.67951 3.69292
H 3.37959 -0.81277 -4.10425
H 3.99659 -1.55180 -0.49473
H 1.28863 4.67395 -1.27720
H -8.47366 0.32685 0.43538
H -7.01954 -1.82004 -0.48929
C 1.44762 4.23633 3.09765
C -3.97840 2.92761 0.63743
H -4.13142 -1.74459 2.88334
H -2.62983 -7.09951 0.77248
H 6.62504 -4.71909 -0.64607
H -5.71574 8.03379 1.23832
O -2.50159 0.92259 -3.73072
C 5.90637 1.56516 2.94956
H -4.17164 -4.82270 3.52002
H 4.91771 -3.02123 0.51859
H 6.43763 1.76393 3.88034
H -4.44549 1.96067 0.82438
C -3.56854 7.51741 1.59012
O 3.45240 -2.71175 3.40718
O 0.58785 -2.64344 -2.25651
C 8.03760 1.64118 -3.63764
H 0.17470 -5.02511 -2.72507
H -0.42673 -7.03802 1.80672
H -1.47556 -5.88641 2.72157
H 0.74679 2.87589 -4.17801
O -0.03133 -5.12170 1.44192
C 2.95792 -1.85471 -5.84225
H -2.75632 5.90641 0.96195
C -3.47102 -2.66825 -2.03358
H -1.65433 0.78504 -4.16064
O 0.66572 7.35055 -0.59466
H 3.19617 2.55497 3.56872
H 0.47184 -5.36689 0.66198
H -5.47911 1.70993 -5.17732
C 0.43496 4.90145 -0.63878
O 4.78867 -0.33437 3.95844
H 0.81946 2.38858 -1.70422
H 7.85308 0.86317 -4.37842
H 0.87952 -2.82394 2.29693
H -2.94138 -4.69419 -0.24759
H -7.93460 -1.81064 1.17086
H 1.05544 -4.03102 3.59495
H 2.19445 4.47646 2.34089
H -4.45402 2.77433 -1.47934
H 2.79530 -1.27261 -6.74934
H -0.25042 4.08523 -0.86713
H 4.73791 -0.85698 -5.27367
O 9.28321 1.28002 -2.91459
H -3.15776 2.93275 1.35479
C 5.27728 0.18207 2.68709
C 0.10386 1.11285 0.72391
O 1.20687 -5.84252 -0.93146
H 0.23468 8.19272 -0.75761
O -0.19592 -2.50060 3.90373
C 1.33058 -3.58781 -1.54676
C 6.71367 1.76399 -2.81839
H -1.07538 6.50418 -0.37642
H 2.06486 3.70142 -3.58126
H 1.97010 0.41783 -0.42704
O 1.63980 -1.95310 -5.34207
H 4.04926 -4.02145 -0.44665
C -3.37800 1.59602 -4.63679
C -0.18130 6.30169 -0.96608
H -5.55552 6.29703 1.39053
C 6.18916 -3.92121 -1.24731
C -1.65807 0.12998 6.13515
H 0.50286 4.37315 2.57152
H 0.72488 2.00080 0.60565
H 6.93818 -3.14263 -1.39178
H 5.22153 2.39981 2.79973
H -1.56150 -6.44134 -0.41184
O -0.57024 0.89395 -0.52952
H 3.18580 -2.82273 -6.28847
H 2.38970 1.00423 -4.16877
H -1.33147 1.47730 -0.57227
H 3.60490 -3.55660 3.83681
H -0.53464 -2.05395 5.85060
H 0.37059 0.32341 6.98161
H 2.13834 -1.02935 3.77978
H -6.28696 -1.49763 1.08405
H -3.46888 -2.70330 4.32798
C 0.81705 -0.20478 1.00787
H -0.45598 -4.72951 -1.18210
H -4.79554 0.04405 -5.03224
H -2.84173 1.46765 -5.57702
H -2.17929 -1.23406 -1.07753
O -2.83558 -5.11428 0.60911
H 6.48538 0.81964 -2.32422
H -0.71474 1.26270 1.42786
C -3.73346 -2.68247 3.27078
H 6.77027 2.72362 -2.30458
H -3.06006 8.10208 0.82349
C -4.77678 1.06457 -4.64974
H 4.84925 1.97540 -3.42937
H 4.31877 -2.19277 -2.98187
H 2.30333 -3.69796 -2.02605
H 4.41695 -1.21091 3.83553
H 0.91504 -0.26131 2.09198
O -2.91908 6.28717 1.82805
H -2.70857 -3.46988 1.80469
H 0.52194 2.80122 4.41261
H 0.59792 -1.78901 -1.81897
C 1.68874 2.68181 -3.66502
H -3.28196 -2.21867 -3.00838
C -7.40302 0.13595 0.36198
O -2.54625 -2.94040 2.58885
O 4.37802 -2.47873 -3.89637

Calculated values
LUMO level: 0.1 eV

=====

| no. | orbital gap (eV) |
| --- | --- |
| 1 | 8.136 |
| 2 | 9.528 |